Here is a 7-piece molecular cluster, C44H77NO20S4 overall from the Open Molecules 2025 dataset. Energies are from ωB97M-V/def2-TZVPD.

Output
* structure (SMILES): CCCCCCCCN(CCCCCCCC)C(=S)SCCC[C@H](OC(S)S)[C@@H](C)OCC.O=C1OCCO1.O=C1OCCO1.O=C1OCCO1.O=C1OCCO1.O=C1OCCO1.O=C1OCCO1
* Kohn-Sham gap: 8.5 eV
* electronic energy: -132656.761 eV

The geometry in XYZ format:
```
146
Properties=species:S:1:pos:R:3:forces:R:3
C 3.732822 0.186798 1.921599 0.211 -0.101 0.189
C 4.894029 0.364368 0.981438 -0.692 -0.595 -0.453
C 4.658918 -0.434258 -0.295743 0.422 0.439 0.216
C 5.163059 0.245038 -1.538220 0.358 0.283 0.077
C 5.371624 -0.706814 -2.675850 -0.341 -0.159 0.227
C 4.088091 -0.998425 -3.391387 0.324 -0.079 -0.803
C 3.690489 -0.030897 -4.500221 -0.373 -0.027 0.324
C 2.180356 0.054010 -4.700869 0.099 0.007 0.763
N 1.445650 1.185765 -4.071852 -0.077 0.580 -1.718
C 0.861855 2.191629 -4.982128 -0.455 -0.148 -0.053
C -0.600195 2.503297 -4.656175 0.506 0.095 0.727
C -0.892916 3.665401 -3.696346 0.220 -0.761 -0.106
C -1.683017 3.224999 -2.485449 -0.565 0.281 0.013
C -1.725122 4.263454 -1.388502 0.439 -0.008 -0.281
C -0.380630 4.427844 -0.704257 -0.554 -0.223 0.457
C -0.333753 4.291047 0.801951 0.329 0.156 -0.294
C -0.975624 3.066831 1.360444 -0.135 0.071 -0.022
C 2.032341 1.748034 -2.980995 0.248 0.154 0.434
S 2.990140 3.064220 -2.967574 0.345 0.959 0.244
S 1.703324 0.985451 -1.499709 -0.111 -0.337 0.871
C 0.629736 -0.360482 -2.020649 0.102 0.357 0.865
C -0.217628 -0.839454 -0.882805 0.430 -0.006 0.167
C 0.534807 -1.737027 0.074099 -0.324 -0.108 -0.369
C 0.120363 -3.185999 -0.011300 -0.193 0.172 -0.065
O 0.265678 -3.643728 -1.370679 -0.619 0.159 0.086
C 1.541931 -4.051451 -1.632274 0.145 -0.675 -0.548
S 1.791914 -5.696160 -0.867074 -0.630 -0.354 0.176
S 1.936936 -4.075508 -3.404733 0.678 0.017 -0.350
C -1.299576 -3.555483 0.451953 -0.017 0.173 -0.811
C -1.916315 -2.564996 1.380509 0.127 0.034 0.188
O -2.166097 -3.708654 -0.657594 -0.267 -0.022 -0.123
C -2.586794 -5.059336 -0.877330 0.482 0.685 0.664
C -3.608855 -5.123823 -1.937769 -0.214 -0.022 -0.433
H 2.921586 0.796201 1.586378 -0.724 0.480 -0.097
H 3.379874 -0.829798 1.922733 -0.099 -0.608 0.080
H 3.981916 0.441747 2.935132 0.021 0.251 0.571
H 4.980429 1.397416 0.726197 0.310 0.863 -0.063
H 5.797131 0.014106 1.426375 0.868 0.015 0.420
H 5.182164 -1.369610 -0.207019 0.025 -0.741 0.131
H 3.604765 -0.609184 -0.369194 -0.658 -0.401 -0.218
H 6.094122 0.726636 -1.312360 0.703 0.366 0.269
H 4.490389 1.036094 -1.822025 -0.308 0.475 -0.148
H 5.716318 -1.631909 -2.253713 0.406 -0.654 0.237
H 6.148968 -0.393647 -3.341762 0.405 0.408 -0.622
H 4.190960 -1.957408 -3.858143 -0.130 -0.748 -0.278
H 3.300907 -1.119749 -2.681765 -0.643 0.021 0.685
H 4.086555 -0.442842 -5.402229 0.386 -0.117 -0.814
H 4.141707 0.936702 -4.384785 0.166 0.593 0.150
H 1.777536 -0.864416 -4.322635 -0.443 -0.662 0.198
H 1.947555 0.051949 -5.736994 -0.319 0.305 -0.880
H 0.858789 1.791161 -5.969181 0.242 -0.508 -0.745
H 1.456068 3.084980 -5.003450 0.378 0.475 -0.027
H -0.965497 1.620047 -4.182048 -0.468 -0.895 0.273
H -1.152817 2.573887 -5.564260 -0.404 0.320 -0.804
H -1.471138 4.422961 -4.193043 -0.104 0.582 -0.307
H 0.038125 4.090421 -3.372880 0.584 0.437 0.132
H -2.699049 3.055638 -2.807600 -0.533 -0.328 -0.191
H -1.326599 2.290031 -2.087888 0.394 -0.562 0.190
H -2.497144 4.020858 -0.688420 -0.543 -0.142 0.521
H -1.992790 5.186597 -1.864376 -0.408 0.732 -0.119
H 0.047788 5.365310 -0.965389 0.520 0.895 -0.306
H 0.271009 3.673736 -1.080215 0.739 -0.693 -0.497
H 0.704187 4.200752 1.046969 0.863 0.314 0.299
H -0.701404 5.166832 1.304396 -0.256 0.527 0.267
H -0.622570 2.923260 2.359436 0.059 -0.194 0.688
H -0.689430 2.206493 0.788035 0.008 -0.675 -0.441
H -2.039874 3.182143 1.378259 -0.765 -0.280 0.026
H 1.247994 -1.168410 -2.335595 0.400 -0.701 -0.506
H 0.043858 -0.010042 -2.837255 -0.387 0.274 -0.643
H -0.661601 -0.021926 -0.348270 -0.405 0.555 0.163
H -0.979066 -1.415150 -1.339407 -1.157 -0.557 -0.332
H 1.582403 -1.702289 -0.145299 0.851 0.115 -0.125
H 0.447186 -1.362434 1.067027 -0.050 0.057 0.963
H 0.803162 -3.750226 0.600145 0.347 -0.360 0.356
H 2.265716 -3.390708 -1.206266 0.654 0.487 0.347
H 3.105075 -5.692669 -0.954302 0.674 0.003 -0.045
H 0.773739 -3.848137 -3.999332 -0.606 0.088 0.268
H -1.209174 -4.482231 0.980755 -0.004 -0.889 0.190
H -1.233240 -2.254400 2.144706 0.496 0.255 0.524
H -2.764318 -3.001092 1.861711 -0.740 -0.337 0.250
H -2.241179 -1.710937 0.830496 -0.226 0.759 -0.357
H -3.036360 -5.421856 0.025166 -0.118 -0.380 0.684
H -1.738072 -5.683242 -1.103950 0.609 -0.215 -0.210
H -3.383644 -4.490604 -2.773129 0.100 0.216 -0.276
H -4.580226 -4.888488 -1.560373 -0.665 0.350 0.208
H -3.651762 -6.130353 -2.292223 -0.149 -0.765 -0.327
O -5.045258 -6.776778 0.326060 0.145 -0.446 -0.199
C -5.767416 -6.051583 0.924008 -0.219 0.193 0.131
O -7.060593 -6.303143 1.218913 -0.045 0.037 0.105
C -7.515883 -5.291897 2.137134 0.040 0.045 0.045
C -6.567358 -4.148722 1.841428 -0.204 0.119 -0.128
O -5.396819 -4.843798 1.391900 0.067 0.204 0.045
H -8.556902 -5.052377 1.945580 -0.026 -0.097 -0.144
H -7.412343 -5.666113 3.155428 0.066 -0.009 0.015
H -6.931658 -3.513264 1.031632 0.016 -0.058 -0.076
H -6.328810 -3.542198 2.702080 0.065 -0.044 0.092
O 5.933858 8.908152 -2.228921 -0.079 -0.055 0.022
C 5.009961 8.190775 -2.021854 -0.044 -0.038 -0.027
O 3.974193 7.995123 -2.874008 -0.034 -0.053 0.038
C 3.180842 6.902022 -2.386761 0.048 -0.008 0.114
C 3.515972 6.900015 -0.906323 -0.060 0.076 -0.101
O 4.841279 7.450132 -0.899664 -0.068 -0.029 0.046
H 2.130815 7.075335 -2.595834 -0.037 0.161 -0.056
H 3.494828 5.985394 -2.880741 0.066 -0.067 -0.046
H 2.862207 7.553869 -0.326968 0.000 0.045 -0.024
H 3.511396 5.910428 -0.464877 0.173 -0.107 0.023
O -5.782870 -3.278316 4.689272 0.114 -0.077 0.175
C -4.646600 -3.032003 4.959347 -0.028 -0.061 -0.080
O -3.669102 -3.947060 5.106977 0.100 -0.007 0.008
C -2.406288 -3.255715 5.176622 -0.034 0.110 0.032
C -2.831734 -1.877021 5.651062 0.187 -0.081 0.030
O -4.170808 -1.788974 5.139960 0.120 0.266 0.087
H -1.728242 -3.760559 5.856071 -0.135 -0.134 0.088
H -1.965833 -3.237015 4.180559 -0.035 0.024 -0.012
H -2.865234 -1.797082 6.740203 -0.022 -0.050 -0.063
H -2.214892 -1.077783 5.251291 -0.097 0.050 -0.094
O -1.369999 -1.320987 -6.893271 -0.023 -0.016 0.089
C -1.854928 -1.876397 -5.961496 0.075 0.010 0.015
O -1.181292 -2.221311 -4.833636 -0.117 -0.022 0.063
C -2.136431 -2.661456 -3.849234 0.088 -0.104 -0.134
C -3.305649 -3.091558 -4.717014 0.085 0.049 -0.017
O -3.150284 -2.255782 -5.872281 0.007 -0.019 0.041
H -1.720511 -3.460673 -3.242852 0.224 0.123 -0.064
H -2.386688 -1.822789 -3.204715 -0.045 0.116 0.080
H -3.234560 -4.135066 -5.027545 0.035 -0.012 -0.018
H -4.272937 -2.921223 -4.255038 -0.052 0.131 -0.105
O 0.949387 -0.759805 5.558269 0.280 0.152 0.151
C 1.836100 -0.097180 6.009750 -0.225 -0.103 -0.152
O 3.154151 -0.345427 5.839549 -0.084 0.065 0.028
C 3.891925 0.791902 6.314955 -0.030 0.075 0.056
C 2.916696 1.413825 7.300339 0.122 -0.021 -0.057
O 1.651146 1.009765 6.761206 0.018 -0.030 0.039
H 4.824339 0.473513 6.770231 -0.027 -0.178 -0.007
H 4.108180 1.445163 5.469549 -0.050 0.030 -0.019
H 3.017190 1.000477 8.304579 0.002 -0.047 -0.002
H 2.978333 2.496315 7.349406 -0.150 0.039 -0.103
O 0.328216 4.477310 4.157563 -0.055 -0.007 0.005
C -0.674644 4.239619 4.747272 -0.044 0.053 -0.049
O -0.728441 3.857699 6.044480 -0.041 -0.003 0.032
C -2.092684 3.885513 6.471960 -0.122 0.083 -0.139
C -2.841362 3.736656 5.156436 -0.033 -0.021 0.107
O -1.925076 4.312508 4.218467 0.153 -0.003 0.213
H -2.282677 3.084723 7.175254 0.112 -0.170 0.042
H -2.288879 4.842904 6.957017 -0.011 0.028 -0.037
H -3.011048 2.694172 4.883517 0.037 -0.032 0.027
H -3.786851 4.269855 5.136059 0.038 0.118 -0.105
```
Positions in Å, forces in eV/Å.